# 1
C37H31AsIN2O8P2S2V | ωB97M-V with the def2-TZVPD basis set

The geometry in XYZ format:
```
85
C37H31AsIN2O8P2S2V (ωB97M-V with the def2-TZVPD basis set)
V 0.37 -0.88 1.23
I -1.73 0.51 3.81
C -0.04 1.70 4.00
C -0.20 2.72 4.91
C 0.85 3.61 5.20
C 2.04 3.44 4.57
C 2.23 2.41 3.63
C 3.50 2.32 3.00
C 3.74 1.38 2.06
C 2.71 0.46 1.73
C 1.47 0.47 2.31
C 1.18 1.49 3.30
H -1.15 2.84 5.41
H 0.70 4.41 5.92
H 2.87 4.11 4.77
H 4.26 3.04 3.28
H 4.68 1.33 1.53
H 2.96 -0.27 0.97
O -2.40 -3.78 2.13
P -0.84 -3.63 1.98
O -0.04 -4.56 2.78
O -0.53 -2.11 2.23
O -0.59 -3.80 0.39
P -1.67 -3.22 -0.68
O -0.95 -3.53 -2.06
O -2.92 -4.03 -0.54
O -1.78 -1.75 -0.43
H -2.85 -3.95 1.27
H -1.32 -4.34 -2.43
S 0.92 -0.96 -1.13
C 2.62 -1.05 -1.63
C 3.00 -2.33 -2.07
C 4.29 -2.62 -2.46
C 5.23 -1.58 -2.41
C 4.85 -0.32 -2.02
C 3.53 0.03 -1.65
S 3.12 1.65 -1.32
H 2.24 -3.10 -2.12
H 4.56 -3.61 -2.80
H 6.26 -1.77 -2.69
H 5.58 0.48 -2.02
N 2.99 -4.31 1.59
C 3.16 -3.77 2.85
C 2.60 -2.54 2.80
N 2.09 -2.32 1.53
C 2.32 -3.42 0.85
H 3.17 -5.26 1.32
H 3.63 -4.31 3.65
H 2.53 -1.79 3.56
H 2.04 -3.57 -0.17
O -0.69 0.39 0.63
As -1.42 0.52 -1.00
C -2.01 -0.10 -2.78
C -1.61 0.60 -3.91
C -2.15 0.31 -5.16
C -3.12 -0.68 -5.28
C -3.54 -1.36 -4.15
C -3.00 -1.08 -2.91
C -0.74 2.31 -1.26
C 0.23 2.64 -2.19
C 0.70 3.95 -2.29
C 0.23 4.92 -1.42
C -0.70 4.58 -0.44
C -1.18 3.28 -0.36
C -3.22 0.83 -0.33
C -4.02 1.77 -0.98
C -5.33 1.99 -0.56
C -5.84 1.26 0.50
C -5.05 0.31 1.13
C -3.75 0.10 0.72
H -0.87 1.38 -3.85
H -1.82 0.86 -6.02
H -3.54 -0.91 -6.25
H -4.31 -2.12 -4.22
H -3.38 -1.59 -2.04
H 0.68 1.88 -2.82
H 1.47 4.18 -3.00
H 0.61 5.93 -1.48
H -1.04 5.32 0.27
H -1.88 3.03 0.42
H -3.63 2.35 -1.81
H -5.94 2.73 -1.07
H -6.86 1.42 0.82
H -5.46 -0.27 1.95
H -3.14 -0.65 1.21
```

Spin multiplicity = 2
Energy relative to the best compared isomer or geometry (same formula, charge and spin) = 42.5 kcal/mol
LUMO (spin up / spin down) = 1.6922 / 1.9425 eV
Net charge = -1
<S²> = 0.783
Orbital gap (spin up / spin down) = 5.4 / 5.7 eV

Charge distribution, Löwdin scheme, values in e:
1 V 0.7484
2 I 1.0780
3 C -0.6195
4 C -0.1981
5 C -0.0977
6 C -0.0526
7 C -0.1650
8 C -0.0399
9 C -0.0831
10 C -0.1619
11 C -0.1505
12 C -0.1871
13 H 0.0673
14 H 0.0979
15 H 0.1056
16 H 0.1073
17 H 0.1023
18 H 0.0622
19 O -0.1083
20 P 0.2560
21 O -0.2389
22 O -0.4353
23 O -0.2641
24 P 0.1905
25 O -0.1119
26 O -0.2824
27 O -0.4195
28 H 0.0424
29 H 0.0852
30 S 0.7808
31 C -0.5998
32 C -0.1818
33 C -0.1233
34 C -0.1204
35 C -0.1500
36 C -0.7775
37 S 0.5737
38 H 0.0812
39 H 0.0849
40 H 0.0903
41 H 0.0809
42 N 0.0933
43 C -0.0772
44 C -0.1116
45 N -0.0269
46 C -0.1751
47 H 0.1569
48 H 0.1099
49 H 0.1157
50 H 0.1037
51 O -0.6157
52 As 1.2291
53 C -0.2679
54 C -0.0805
55 C -0.0825
56 C -0.0929
57 C -0.0738
58 C -0.0951
59 C -0.2850
60 C -0.1809
61 C -0.1044
62 C -0.0886
63 C -0.0833
64 C -0.0942
65 C -0.2894
66 C -0.0995
67 C -0.0887
68 C -0.0948
69 C -0.0774
70 C -0.1149
71 H 0.0771
72 H 0.1012
73 H 0.0973
74 H 0.1047
75 H 0.0955
76 H 0.0683
77 H 0.1019
78 H 0.0974
79 H 0.0984
80 H 0.1062
81 H 0.1107
82 H 0.0974
83 H 0.0960
84 H 0.1037
85 H 0.0693

# 2
C37H31F4N10S2Sn | ωB97M-V with the def2-TZVPD basis set

The geometry in XYZ format:
```
85
C37H31F4N10S2Sn (ωB97M-V with the def2-TZVPD basis set)
Sn -0.14 -0.12 -1.04
C 5.41 0.43 -2.53
S 5.07 -0.57 -1.07
C 3.33 -0.18 -0.86
S 2.29 -0.44 -2.21
N 3.06 0.24 0.33
N 1.72 0.61 0.52
C 1.58 1.31 1.58
C 0.32 1.96 1.95
C 0.26 2.74 3.10
C -0.91 3.43 3.37
C -1.97 3.32 2.49
C -1.83 2.50 1.38
N -0.71 1.84 1.11
H 6.44 0.24 -2.81
H 4.75 0.14 -3.35
H 5.28 1.49 -2.31
H 2.45 1.48 2.22
H 1.13 2.84 3.74
H -0.98 4.07 4.24
H -2.90 3.85 2.66
H -2.64 2.38 0.66
C -3.38 -2.38 1.35
C -2.41 -2.23 2.52
C -2.23 -0.75 2.89
C -1.10 -2.96 2.30
C -0.78 -3.96 3.20
C 0.38 -4.71 3.08
C 1.25 -4.48 2.02
C 1.00 -3.49 1.09
C 1.90 -3.33 -0.10
C 3.38 -3.57 0.21
C 1.44 -4.25 -1.23
C -0.18 -2.65 1.20
N -0.46 -1.67 0.37
H -4.34 -1.92 1.60
H -3.56 -3.43 1.11
H -2.98 -1.88 0.47
H -2.87 -2.72 3.39
H -1.78 -0.22 2.06
H -1.58 -0.64 3.76
H -3.19 -0.30 3.12
H -1.46 -4.16 4.02
H 0.60 -5.48 3.81
H 2.14 -5.08 1.93
H 1.79 -2.31 -0.46
H 3.59 -4.63 0.37
H 3.70 -3.02 1.09
H 3.98 -3.24 -0.64
H 1.51 -5.30 -0.93
H 2.06 -4.11 -2.12
H 0.40 -4.05 -1.51
N -1.96 -4.93 -5.51
C -1.67 -3.94 -4.59
C -2.06 -4.06 -3.26
C -1.71 -3.06 -2.37
N -1.02 -1.97 -2.72
C -0.66 -1.86 -3.99
C -0.95 -2.80 -4.96
H -2.69 -5.58 -5.27
H -1.91 -4.68 -6.48
H -2.61 -4.92 -2.91
H -1.97 -3.14 -1.32
H -0.12 -0.96 -4.25
H -0.62 -2.66 -5.98
F -2.76 6.28 -0.72
C -1.56 5.77 -0.41
C -0.95 6.24 0.71
F -1.60 7.17 1.42
C 0.30 5.76 1.18
C 0.86 4.76 0.34
C 0.24 4.28 -0.77
F 0.88 3.35 -1.48
C -1.03 4.73 -1.22
C -1.68 4.21 -2.35
C -1.25 3.02 -3.00
N -0.96 2.03 -3.52
C -2.87 4.76 -2.90
N -3.83 5.16 -3.41
F 2.07 4.27 0.64
C 0.89 6.19 2.38
C 2.06 5.59 2.93
N 2.98 5.12 3.45
C 0.34 7.21 3.21
N -0.04 8.02 3.94
```

Energy relative to the best compared isomer or geometry (same formula, charge and spin) = 0.0 kcal/mol
LUMO (spin up / spin down) = 1.2040 / 0.1711 eV
Net charge = -1
Orbital gap (spin up / spin down) = 6.1 / 5.4 eV

Charge distribution, Löwdin scheme, values in e:
1 Sn 0.9678
2 C -0.4364
3 S 0.7854
4 C -1.1057
5 S 0.4689
6 N -0.0651
7 N -0.0802
8 C -0.0724
9 C -0.2796
10 C -0.0171
11 C -0.0493
12 C -0.0442
13 C -0.1384
14 N 0.0563
15 H 0.0235
16 H -0.0020
17 H 0.0374
18 H 0.1321
19 H 0.1103
20 H 0.1163
21 H 0.1105
22 H 0.1208
23 C -0.0738
24 C -0.3843
25 C -0.0675
26 C -0.1286
27 C -0.0584
28 C -0.0750
29 C -0.0491
30 C -0.1252
31 C -0.4005
32 C -0.0817
33 C -0.0435
34 C -0.2985
35 N -0.0896
36 H 0.0735
37 H 0.0773
38 H 0.0490
39 H 0.1166
40 H 0.0355
41 H 0.0847
42 H 0.0780
43 H 0.1033
44 H 0.0960
45 H 0.1034
46 H 0.0330
47 H 0.0694
48 H 0.0867
49 H 0.0476
50 H 0.0826
51 H 0.0823
52 H 0.0511
53 N 0.1073
54 C -0.3227
55 C -0.0170
56 C -0.1623
57 N -0.0520
58 C -0.1506
59 C -0.0120
60 H 0.0910
61 H 0.0916
62 H 0.1098
63 H 0.0953
64 H 0.0965
65 H 0.1095
66 F 0.1068
67 C -0.1577
68 C -0.1599
69 F 0.1044
70 C -0.0649
71 C -0.1624
72 C -0.1669
73 F 0.0955
74 C -0.0601
75 C -0.1621
76 C -0.2265
77 N 0.1463
78 C -0.2188
79 N 0.1461
80 F 0.1071
81 C -0.1821
82 C -0.2328
83 N 0.1537
84 C -0.2267
85 N 0.1437

# 3
C37H32BiO6S5 | ωB97M-V with the def2-TZVPD basis set

The geometry in XYZ format:
```
81
C37H32BiO6S5 (ωB97M-V with the def2-TZVPD basis set)
Bi -0.26 -0.31 -0.35
C 8.33 -1.31 2.03
C 7.06 -0.81 1.41
C 5.90 -1.58 1.44
C 4.72 -1.13 0.87
C 4.71 0.13 0.29
C 5.85 0.90 0.21
C 7.02 0.43 0.78
S 3.23 0.76 -0.47
O 2.18 -0.31 -0.17
C 2.84 2.20 0.52
C 2.57 3.34 -0.28
C 2.19 4.51 0.31
C 2.06 4.59 1.71
C 1.62 5.79 2.34
C 1.51 5.86 3.69
C 1.83 4.74 4.49
C 2.25 3.58 3.93
C 2.36 3.47 2.51
C 2.76 2.25 1.89
C 3.09 1.08 2.76
C 4.35 1.01 3.42
C 5.32 2.03 3.31
C 6.50 1.95 3.98
C 6.79 0.83 4.79
C 5.88 -0.18 4.91
C 4.63 -0.12 4.24
C 3.68 -1.16 4.35
C 2.47 -1.07 3.73
C 2.18 0.08 2.97
S 0.52 0.20 2.32
O -0.08 -1.16 2.39
C -0.21 1.30 3.49
C -0.82 2.45 3.01
C -1.38 3.33 3.92
C -1.36 3.07 5.28
C -1.99 4.02 6.26
C -0.75 1.90 5.74
C -0.17 1.01 4.86
H 8.13 -2.06 2.80
H 8.90 -0.50 2.48
H 8.97 -1.77 1.27
H 5.92 -2.55 1.92
H 3.82 -1.72 0.90
H 5.83 1.87 -0.28
H 7.92 1.04 0.74
H 2.66 3.26 -1.36
H 1.98 5.38 -0.30
H 1.38 6.64 1.71
H 1.17 6.78 4.16
H 1.74 4.82 5.57
H 2.48 2.73 4.55
H 5.11 2.89 2.68
H 7.23 2.74 3.89
H 7.73 0.77 5.32
H 6.09 -1.05 5.53
H 3.92 -2.02 4.96
H 1.72 -1.85 3.81
H -0.84 2.64 1.95
H -1.84 4.24 3.56
H -2.13 5.01 5.82
H -1.38 4.13 7.16
H -2.96 3.65 6.58
H -0.73 1.69 6.80
H 0.31 0.10 5.21
C -4.07 1.30 -0.85
S -3.16 -0.01 -0.13
O -4.03 -0.80 0.68
O -2.45 -0.73 -1.23
O -2.02 0.64 0.64
H -4.84 0.85 -1.47
H -3.39 1.92 -1.44
H -4.52 1.87 -0.05
C -0.84 4.88 -3.27
O -0.36 3.53 -3.18
C -0.46 2.90 -2.02
S -1.05 3.54 -0.64
S 0.27 1.31 -2.25
H -0.65 5.17 -4.30
H -0.30 5.52 -2.57
H -1.91 4.91 -3.04
```

Energy relative to the best compared isomer or geometry (same formula, charge and spin) = 10.6 kcal/mol
LUMO = -3.9122 eV
Net charge = +1
Orbital gap = 7.1 eV

Charge distribution, Löwdin scheme, values in e:
1 Bi 1.7260
2 C -0.0374
3 C -0.2570
4 C -0.0199
5 C -0.0603
6 C -0.3844
7 C -0.0715
8 C -0.0287
9 S 1.0568
10 O -0.7486
11 C -0.3060
12 C -0.1003
13 C -0.0271
14 C -0.1452
15 C -0.0156
16 C -0.0530
17 C -0.0514
18 C -0.0115
19 C -0.1061
20 C -0.1312
21 C -0.1454
22 C -0.1085
23 C -0.0126
24 C -0.0546
25 C -0.0608
26 C -0.0217
27 C -0.1522
28 C 0.0038
29 C -0.0480
30 C -0.2921
31 S 0.8796
32 O -0.5098
33 C -0.3585
34 C -0.0764
35 C -0.0190
36 C -0.2559
37 C -0.0359
38 C -0.0170
39 C -0.0395
40 H 0.0805
41 H 0.0802
42 H 0.0910
43 H 0.1250
44 H 0.1139
45 H 0.1220
46 H 0.1250
47 H 0.1062
48 H 0.1229
49 H 0.1195
50 H 0.1119
51 H 0.1147
52 H 0.1251
53 H 0.1255
54 H 0.1130
55 H 0.1122
56 H 0.1202
57 H 0.1256
58 H 0.1173
59 H 0.0463
60 H 0.1230
61 H 0.0797
62 H 0.0842
63 H 0.0928
64 H 0.1236
65 H 0.1214
66 C -0.1188
67 S 0.4402
68 O -0.2387
69 O -0.4889
70 O -0.5664
71 H 0.0861
72 H 0.0424
73 H 0.0862
74 C -0.0704
75 O -0.2231
76 C -1.2497
77 S 0.7346
78 S 0.5750
79 H 0.1004
80 H 0.0793
81 H 0.0861

# 4
C37H32O2P2PdSe4Te | ωB97M-V with the def2-TZVPD basis set

The geometry in XYZ format:
```
79
C37H32O2P2PdSe4Te (ωB97M-V with the def2-TZVPD basis set)
Pd 0.89 1.36 1.65
O 0.91 0.80 -0.46
P 1.91 -0.19 -1.00
C 2.34 -1.50 0.24
P 0.92 -1.88 1.36
O 0.68 -0.75 2.31
C 1.29 -3.38 2.28
C 0.50 -3.58 3.40
C 0.65 -4.73 4.16
C 1.60 -5.68 3.79
C 2.38 -5.48 2.67
C 2.24 -4.33 1.91
C -0.52 -2.16 0.31
C -0.66 -3.37 -0.35
C -1.77 -3.60 -1.13
C -2.73 -2.61 -1.28
C -2.61 -1.41 -0.60
C -1.51 -1.19 0.22
C 3.47 0.61 -1.47
C 4.73 0.03 -1.29
C 5.86 0.70 -1.74
C 5.74 1.92 -2.37
C 4.50 2.50 -2.55
C 3.36 1.85 -2.10
C 1.16 -0.93 -2.46
C -0.12 -0.50 -2.80
C -0.73 -0.97 -3.94
C -0.05 -1.86 -4.76
C 1.24 -2.28 -4.43
C 1.85 -1.81 -3.28
H 3.17 -1.16 0.87
H 2.64 -2.40 -0.30
H -0.23 -2.83 3.67
H 0.03 -4.89 5.02
H 1.72 -6.57 4.39
H 3.11 -6.22 2.39
H 2.86 -4.19 1.03
H 0.11 -4.13 -0.24
H -1.91 -4.55 -1.62
H -3.59 -2.78 -1.91
H -3.37 -0.65 -0.71
H -1.40 -0.27 0.80
H 4.83 -0.93 -0.81
H 6.83 0.25 -1.61
H 6.63 2.43 -2.73
H 4.40 3.45 -3.05
H 2.38 2.28 -2.25
H -0.62 0.22 -2.16
H -1.72 -0.64 -4.20
H -0.52 -2.22 -5.66
H 1.75 -2.96 -5.09
H 2.86 -2.12 -3.04
Se 1.49 1.42 4.04
Se 1.84 3.48 4.71
Se 2.04 4.95 2.13
Se 1.82 3.37 0.63
Te -1.46 2.62 2.48
C -3.61 2.33 2.52
C -4.27 3.40 3.12
C -5.65 3.41 3.13
C -6.37 2.37 2.57
C -5.70 1.31 1.97
C -4.31 1.28 1.95
C -1.50 3.39 0.49
C -1.80 2.55 -0.58
C -1.74 3.06 -1.87
C -1.39 4.38 -2.09
C -1.12 5.21 -1.02
C -1.17 4.72 0.27
H -3.72 4.22 3.55
H -6.17 4.25 3.58
H -7.44 2.37 2.60
H -6.26 0.50 1.53
H -3.81 0.44 1.50
H -2.07 1.52 -0.42
H -1.96 2.41 -2.71
H -1.33 4.75 -3.10
H -0.86 6.25 -1.18
H -0.96 5.36 1.12
```

Spin multiplicity = 5
LUMO (spin up / spin down) = -7.4672 / -8.4806 eV
Net charge = +2
<S²> = 6.064
Orbital gap (spin up / spin down) = 6.0 / 5.5 eV

Charge distribution, Löwdin scheme, values in e:
1 Pd 0.2359
2 O -0.5033
3 P 0.7784
4 C -0.2696
5 P 0.7716
6 O -0.5078
7 C -0.2851
8 C -0.0676
9 C -0.0482
10 C -0.0452
11 C -0.0553
12 C -0.0761
13 C -0.2843
14 C -0.0543
15 C -0.0450
16 C -0.0497
17 C -0.0751
18 C -0.1031
19 C -0.2881
20 C -0.0743
21 C -0.0526
22 C -0.0430
23 C -0.0535
24 C -0.1185
25 C -0.2746
26 C -0.0795
27 C -0.0565
28 C -0.0473
29 C -0.0534
30 C -0.0643
31 H 0.0858
32 H 0.0683
33 H 0.1110
34 H 0.1157
35 H 0.1182
36 H 0.1153
37 H 0.0999
38 H 0.1150
39 H 0.1175
40 H 0.1183
41 H 0.1056
42 H 0.0660
43 H 0.1029
44 H 0.1162
45 H 0.1184
46 H 0.1160
47 H 0.0981
48 H 0.0806
49 H 0.1138
50 H 0.1163
51 H 0.1151
52 H 0.1127
53 Se 0.2022
54 Se 0.1932
55 Se 0.2290
56 Se 0.3079
57 Te 1.5027
58 C -0.4574
59 C -0.1459
60 C -0.0552
61 C -0.0485
62 C -0.0562
63 C -0.1174
64 C -0.5303
65 C -0.1374
66 C -0.0571
67 C -0.0441
68 C -0.0632
69 C -0.2007
70 H 0.0947
71 H 0.1185
72 H 0.1186
73 H 0.1154
74 H 0.0841
75 H 0.0756
76 H 0.1113
77 H 0.1181
78 H 0.1191
79 H 0.0859

# 5
C37H33AsF4N3V | ωB97M-V with the def2-TZVPD basis set

The geometry in XYZ format:
```
79
C37H33AsF4N3V (ωB97M-V with the def2-TZVPD basis set)
V 0.11 -0.16 0.73
C 1.84 2.94 0.85
C 2.14 1.96 1.97
N 2.05 0.52 1.58
C 2.47 -0.33 2.72
C 1.73 -0.06 4.02
C 2.97 0.24 0.43
C 2.76 -1.15 -0.16
N 1.33 -1.29 -0.37
C 0.77 -2.31 -1.10
C -0.61 -2.24 -1.30
F -1.25 -1.14 -0.74
C -1.34 -3.16 -2.01
F -2.67 -2.99 -2.13
C -0.71 -4.24 -2.59
C 0.66 -4.34 -2.42
F 1.32 -5.37 -2.95
C 1.39 -3.41 -1.70
F 2.72 -3.60 -1.56
H 1.66 3.93 1.27
H 0.94 2.66 0.29
H 2.65 3.04 0.14
H 1.43 2.11 2.78
H 3.14 2.15 2.38
H 3.55 -0.20 2.87
H 2.32 -1.36 2.41
H 2.04 0.87 4.48
H 1.96 -0.86 4.73
H 0.65 -0.03 3.89
H 4.00 0.39 0.75
H 2.74 0.97 -0.35
H 3.18 -1.92 0.49
H 3.32 -1.19 -1.10
H -1.26 -4.98 -3.15
C -2.30 0.86 6.19
C -1.44 1.81 5.65
C -1.35 1.97 4.28
C -2.13 1.18 3.43
C -3.00 0.25 3.97
C -3.08 0.08 5.35
As -1.92 1.36 1.51
C -3.62 0.80 0.81
C -4.09 -0.49 0.61
C -5.37 -0.67 0.10
C -6.15 0.44 -0.23
C -5.66 1.73 -0.05
C -4.39 1.92 0.47
C -3.73 3.23 0.69
C -4.30 4.47 0.42
C -3.56 5.63 0.66
C -2.27 5.56 1.16
C -1.69 4.32 1.43
C -2.43 3.17 1.20
H -2.37 0.74 7.27
H -0.84 2.44 6.31
H -0.68 2.72 3.89
H -3.64 -0.34 3.33
H -3.77 -0.64 5.77
H -3.48 -1.35 0.84
H -5.75 -1.67 -0.07
H -7.14 0.29 -0.64
H -6.28 2.57 -0.32
H -5.30 4.55 0.02
H -4.00 6.59 0.45
H -1.71 6.46 1.34
H -0.68 4.27 1.81
N -0.49 -1.51 2.09
C -0.78 -2.33 2.84
C -1.15 -3.36 3.78
C -2.49 -3.49 4.13
C -2.85 -4.47 5.04
C -1.88 -5.30 5.58
C -0.55 -5.17 5.22
C -0.17 -4.19 4.31
H -3.24 -2.83 3.70
H -3.89 -4.59 5.32
H -2.17 -6.07 6.29
H 0.20 -5.82 5.64
H 0.87 -4.07 4.02
```

Spin multiplicity = 4
LUMO (spin up / spin down) = -2.5806 / -2.8106 eV
Net charge = +1
<S²> = 3.763
Orbital gap (spin up / spin down) = 7.2 / 7.4 eV

Charge distribution, Löwdin scheme, values in e:
1 V 0.6691
2 C -0.0821
3 C -0.2352
4 N -0.2517
5 C -0.2343
6 C -0.0782
7 C -0.1686
8 C -0.2115
9 N -0.1056
10 C -0.1745
11 C -0.1286
12 F -0.0201
13 C -0.2206
14 F 0.1024
15 C 0.0731
16 C -0.2091
17 F 0.1099
18 C -0.1402
19 F 0.0964
20 H 0.0790
21 H 0.0600
22 H 0.0782
23 H 0.0894
24 H 0.1354
25 H 0.1304
26 H 0.1029
27 H 0.0789
28 H 0.0869
29 H 0.0480
30 H 0.1363
31 H 0.1106
32 H 0.1153
33 H 0.1278
34 H 0.1402
35 C -0.0706
36 C -0.0718
37 C -0.1232
38 C -0.3684
39 C -0.1113
40 C -0.0742
41 As 1.3341
42 C -0.3172
43 C -0.1051
44 C -0.0655
45 C -0.0563
46 C -0.0085
47 C -0.1830
48 C -0.1854
49 C -0.0097
50 C -0.0586
51 C -0.0678
52 C -0.0921
53 C -0.3110
54 H 0.1093
55 H 0.1105
56 H 0.0925
57 H 0.0881
58 H 0.1077
59 H 0.0956
60 H 0.1096
61 H 0.1116
62 H 0.1122
63 H 0.1122
64 H 0.1116
65 H 0.1091
66 H 0.0847
67 N 0.1290
68 C -0.0382
69 C -0.2023
70 C -0.0234
71 C -0.0495
72 C -0.0483
73 C -0.0508
74 C -0.0163
75 H 0.1112
76 H 0.1154
77 H 0.1160
78 H 0.1157
79 H 0.1228

Sequential molar mass output: 1010.5, 874.6, 942.0, 1120.5, 721.6 u
Sequential electronic energy output: -7096.92788, -3386.24389, -4085.94263, -12263.49717, -5173.06397 Ha